This record from the Open Molecules 2025 dataset describes a structure of composition C20H28FeINP at a distorted geometry. The level of theory is wB97M-V/def2-TZVPD.

As for the expectation value of S²: 6.027. The HOMO-LUMO gap (alpha / beta) comes out at 5.99 / 6.55 eV. The calculation puts the LUMO energy (alpha / beta) at 2.823 / 2.806 eV. The calculation puts the total energy at -2736.33133 Eh. As for the spin multiplicity: 5. Its net charge is -1.

Each line ends with the natural charge from an NBO analysis.
Atoms and positions in Å:
I -2.33 -2.65 0.22  -0.03
Fe 0.66 -0.96 0.21  1.10
P 0.66 -0.96 2.58  0.83
N -0.27 0.66 -0.45  -0.81
C -1.46 2.23 -1.74  0.02
C 1.28 0.76 2.81  -0.71
C 0.46 -1.84 -3.82  -0.22
C -0.21 -1.24 4.18  -0.70
C 0.59 -0.97 5.45  -0.61
C 1.77 1.38 1.51  -0.65
C -0.80 0.92 -1.56  0.12
C -0.74 -0.10 -2.63  0.00
C -1.34 2.92 -2.95  -0.22
C -0.65 -2.03 -4.65  -0.23
C -0.32 -2.65 -0.48  -1.11
C -2.79 4.06 -0.86  -0.23
C -1.95 4.16 -3.12  -0.23
C -2.18 2.81 -0.68  -0.19
C -1.80 -1.27 -4.47  -0.23
C -1.85 -0.31 -3.46  -0.22
C 2.18 -1.97 2.81  -0.71
C -2.68 4.73 -2.08  -0.24
C 2.94 -2.19 1.51  -0.61
C 0.41 -0.87 -2.81  -0.23
H 2.06 2.43 1.68  0.19
H -3.16 5.70 -2.21  0.20
H -1.11 -0.61 4.20  0.23
H -1.86 4.69 -4.07  0.20
H 0.92 0.07 5.51  0.20
H -3.35 4.50 -0.04  0.20
H 2.25 -0.96 -0.35  -0.59
H -0.56 -2.28 4.20  0.23
H 2.31 -2.64 0.74  0.23
H -2.28 2.30 0.27  0.23
H 1.00 1.38 0.74  0.28
H -0.76 2.50 -3.77  0.22
H 2.84 -1.53 3.56  0.20
H -0.31 -2.65 -1.59  0.19
H -2.66 -1.43 -5.11  0.20
H 2.65 0.87 1.11  0.21
H 2.08 0.80 3.55  0.20
H 0.46 1.38 3.19  0.22
H 1.88 -2.96 3.19  0.22
H -0.61 -2.79 -5.43  0.20
H 3.34 -1.25 1.12  0.23
H 1.36 -2.43 -3.96  0.20
H 0.20 -3.56 -0.11  0.18
H -0.03 -1.18 6.33  0.20
H 1.47 -1.62 5.52  0.20
H -2.77 0.26 -3.32  0.21
H 3.79 -2.86 1.69  0.19
H 1.28 -0.73 -2.17  0.25

This record from the Open Molecules 2025 dataset describes the ion C27H56NO with charge +1. The level of theory is wB97M-V/def2-TZVPD.

The HOMO-LUMO gap comes out at 9.46 eV. The calculation puts the LUMO energy at -3.011 eV. The calculation puts the total energy at -1192.11418 Eh. As for the spin multiplicity: 1. Its net charge is +1.

Each line ends with the Löwdin charge.
Atoms and positions in Å:
O -0.67 5.10 2.71  -0.04
N -4.71 1.32 0.57  0.12
C 4.85 0.35 2.61  -0.27
C -2.97 -2.77 -0.02  -0.19
C -1.93 -2.39 -1.07  -0.22
C -4.33 0.61 -0.73  -0.23
C 1.81 1.22 -0.94  -0.19
C 1.50 -1.72 1.63  -0.20
C -1.35 -3.63 -1.74  -0.20
C 0.61 -0.97 -3.18  -0.22
C 5.04 1.81 3.02  -0.11
C 2.88 -2.34 1.92  -0.19
C 2.09 -1.29 -3.18  -0.19
C -2.44 2.03 0.14  -0.28
C 2.29 0.21 0.11  -0.19
C -1.56 4.45 0.61  -0.16
C -3.95 -1.69 0.44  -0.17
C 3.69 -0.31 3.35  -0.23
C 1.40 -1.03 0.28  -0.21
C 3.61 -1.83 3.16  -0.20
C -0.14 -3.37 -2.65  -0.19
C -0.25 -2.16 -3.59  -0.20
C -2.37 3.49 -0.28  -0.15
C -4.64 -0.88 -0.67  -0.14
C 2.48 1.18 -2.33  -0.20
C 3.07 -0.15 -2.82  -0.19
C -2.91 1.10 -1.03  -0.06
C -3.43 1.72 1.26  -0.07
C -1.50 4.14 2.09  -0.28
H 2.74 -3.41 2.05  0.11
H -2.91 1.66 -1.96  0.13
H 2.33 -1.64 -4.19  0.12
H -5.22 2.16 0.32  0.18
H 1.99 2.22 -0.54  0.10
H 1.61 -1.76 -0.50  0.10
H -5.72 -0.96 -0.58  0.12
H 3.31 -0.10 -0.10  0.10
H 0.04 -2.45 -4.60  0.11
H 1.76 1.54 -3.07  0.10
H 4.07 2.30 3.19  0.07
H 0.74 -3.29 -2.02  0.09
H 0.28 -0.63 -2.19  0.08
H 1.21 -1.02 2.42  0.10
H 5.58 2.38 2.26  0.07
H -1.03 5.36 3.56  0.09
H -2.51 4.18 2.52  0.11
H -3.08 0.85 1.81  0.13
H -3.64 2.54 1.95  0.12
H -1.91 3.51 -1.27  0.12
H -3.39 3.88 -0.42  0.12
H -0.54 4.50 0.23  0.12
H 3.82 -0.10 4.42  0.12
H 3.29 1.91 -2.33  0.11
H 3.79 -0.52 -2.09  0.10
H -5.29 0.73 1.17  0.18
H 5.76 -0.21 2.87  0.11
H -2.19 0.30 -1.16  0.10
H 2.31 0.72 1.08  0.10
H 4.72 0.28 1.53  0.09
H 3.66 0.08 -3.71  0.11
H 0.73 1.13 -1.05  0.08
H 3.52 -2.23 1.04  0.11
H -1.02 -4.31 -0.95  0.12
H -4.74 -2.21 0.99  0.11
H 0.76 -2.52 1.63  0.10
H -1.47 1.65 0.47  0.14
H -1.30 -1.84 -3.67  0.10
H -3.48 -1.04 1.18  0.09
H -2.14 -4.15 -2.28  0.12
H 0.36 -0.71 0.11  0.08
H 0.42 -0.16 -3.89  0.12
H -4.40 -1.29 -1.65  0.13
H -1.97 5.46 0.52  0.12
H 2.29 -2.15 -2.53  0.09
H 5.61 1.88 3.94  0.07
H -2.42 -3.12 0.86  0.12
H -1.12 -1.83 -0.58  0.09
H 2.76 0.18 3.06  0.08
H -4.99 1.05 -1.48  0.15
H -3.54 -3.64 -0.37  0.12
H -1.09 3.14 2.27  0.12
H 3.18 -2.29 4.05  0.11
H 0.01 -4.27 -3.25  0.11
H -2.34 -1.72 -1.83  0.08
H 4.64 -2.20 3.11  0.11

This record from the Open Molecules 2025 dataset describes a structure of composition C47H48As2N4ReSi at a distorted geometry. The level of theory is wB97M-V/def2-TZVPD.

As for the expectation value of S²: 3.886. The HOMO-LUMO gap (alpha / beta) comes out at 5.51 / 5.47 eV. The calculation puts the LUMO energy (alpha / beta) at -7.091 / -7.562 eV. The calculation puts the total energy at -6877.59421 Eh. As for the spin multiplicity: 4. For the energy relative to the best compared isomer or geometry (same formula, charge and spin), the calculation gives 0.3934 eV. Its net charge is +2.

Each line ends with the Mulliken spin population.
Atoms and positions in Å:
Re -0.31 -0.65 0.56  2.07
As 2.56 -0.25 -0.49  0.11
As -0.60 1.60 -0.80  0.14
Si -2.76 0.51 2.88  -0.03
N 1.20 -2.77 1.95  0.29
N 1.29 -0.45 2.28  0.08
N 0.37 -2.53 1.01  -0.09
N -1.59 -1.89 -0.54  0.05
C -1.87 1.70 -3.42  -0.01
C -0.12 -5.79 -0.64  0.01
C -3.86 -2.65 -0.15  0.02
C -0.02 4.47 -0.43  0.00
C 3.10 -3.07 -4.24  0.00
C -5.23 -2.45 -0.23  -0.01
C 1.79 0.57 2.97  0.01
C -2.97 -1.72 -0.70  0.01
C 2.60 0.40 4.08  0.07
C 0.20 4.26 2.34  0.01
C 2.26 1.54 -1.27  0.00
C 2.58 -3.56 -3.06  0.00
C -1.13 -3.17 -0.66  0.01
C 3.32 -0.89 -3.25  0.00
C 1.64 -1.71 2.66  -0.04
C -3.79 3.58 -2.77  0.00
C 2.48 -1.95 3.76  0.08
C -1.75 1.17 4.36  0.00
C -1.13 -5.41 -1.54  -0.04
C -3.49 -0.59 -1.34  -0.06
C 6.74 -0.52 -0.23  0.00
C -1.72 -1.00 2.22  0.14
C -1.65 -4.13 -1.54  0.06
C -4.42 -0.25 3.41  0.01
C -2.77 2.13 -4.38  0.00
C -0.22 3.24 0.19  -0.08
C 7.11 0.70 0.30  0.00
C -2.89 3.16 -1.80  0.00
C 4.80 1.27 0.60  0.00
C -3.73 3.07 -4.05  0.00
C -5.73 -1.32 -0.86  0.03
C -0.11 3.15 1.57  0.05
C -1.92 2.22 -2.12  0.03
C 2.78 -1.37 -2.07  -0.01
C 2.43 -2.72 -1.97  0.02
C 4.42 0.06 0.02  0.00
C 6.14 1.59 0.72  0.00
C 3.48 -1.74 -4.33  0.00
C 2.94 -0.88 4.50  -0.02
C -0.06 -3.55 0.21  -0.10
C 0.29 5.58 0.33  0.00
C -3.21 1.81 1.54  0.04
C 0.40 5.48 1.71  0.00
C 0.95 1.59 -2.02  -0.02
C 5.40 -0.85 -0.36  0.00
C -4.85 -0.40 -1.42  -0.01
C 0.41 -4.87 0.23  0.01
H -4.43 3.40 -4.80  0.00
H 0.43 6.54 -0.15  0.00
H -2.36 1.80 4.99  0.00
H 0.23 -6.81 -0.65  0.00
H -3.48 -3.52 0.36  0.00
H 0.27 4.18 3.41  0.00
H -5.23 0.47 -1.95  0.00
H -2.93 3.57 -0.80  0.00
H -3.11 1.39 0.53  -0.01
H -4.54 4.32 -2.51  0.00
H 0.88 2.49 -2.65  0.00
H -0.87 1.75 4.08  0.00
H -5.90 -3.16 0.21  0.00
H -2.61 2.71 1.60  0.00
H -1.14 0.95 -3.68  0.00
H 0.88 0.72 -2.69  0.00
H 4.05 1.98 0.93  0.00
H 2.04 -3.10 -1.03  0.00
H -1.50 -6.12 -2.26  0.00
H 6.42 2.55 1.14  0.00
H 3.61 0.15 -3.34  0.00
H 8.16 0.97 0.38  0.00
H -2.43 -1.79 1.95  0.05
H -5.03 -0.50 2.54  0.00
H -4.24 2.11 1.66  0.00
H -0.32 2.18 2.03  0.06
H -0.12 4.55 -1.51  0.00
H 1.54 1.56 2.62  0.00
H 2.72 -2.97 4.01  0.00
H 2.27 2.29 -0.47  0.00
H 5.12 -1.81 -0.78  0.00
H 3.22 -3.72 -5.10  0.00
H 0.64 6.35 2.30  0.00
H 3.11 1.76 -1.92  0.00
H -1.40 0.34 4.97  0.00
H 3.92 -1.36 -5.24  0.00
H 3.57 -1.04 5.36  0.00
H -6.80 -1.15 -0.92  0.00
H 1.20 -5.13 0.91  0.00
H -2.71 1.74 -5.38  0.00
H 2.94 1.27 4.63  0.00
H -1.15 -1.39 3.07  0.04
H -4.96 0.47 4.00  0.00
H -4.31 -1.15 4.01  0.00
H -2.43 -3.85 -2.23  0.00
H 7.50 -1.22 -0.55  0.00
H -2.81 0.10 -1.82  0.02
H 2.30 -4.60 -2.98  0.00

This record from the Open Molecules 2025 dataset describes a structure of composition C13H19Cl2O5Pt at a distorted geometry. The level of theory is wB97M-V/def2-TZVPD.

The HOMO-LUMO gap comes out at 7.75 eV. The calculation puts the LUMO energy at 2.629 eV. The calculation puts the total energy at -1922.72727 Eh. As for the spin multiplicity: 1. For the energy relative to the best compared isomer or geometry (same formula, charge and spin), the calculation gives 0.0000 eV. Its net charge is -1.

Each line ends with the natural charge from an NBO analysis.
Atoms and positions in Å:
Pt -0.51 0.95 0.67  0.83
Cl -4.70 3.80 0.92  -0.06
Cl -2.17 2.90 -0.23  0.02
O 0.28 -2.82 2.09  -0.66
O -0.33 -0.55 -1.76  -0.53
O 0.03 -0.67 1.74  -0.72
O -2.41 -0.03 0.57  -0.83
O -3.84 -1.71 0.39  -0.69
C 2.25 2.04 1.67  -0.23
C 0.64 -2.51 -2.42  -0.42
C 0.02 -1.90 1.33  0.79
C -0.30 -2.27 -0.12  -0.35
C 3.30 3.13 1.44  -0.60
C -1.75 -2.05 -0.65  -0.35
C -2.73 -1.22 0.19  0.79
C 1.06 2.22 0.72  -0.67
C -1.44 -1.40 -2.02  0.09
C 0.54 -1.57 -1.22  0.08
C -0.82 -2.47 -2.95  -0.43
C 2.91 0.67 1.53  -0.61
C -3.59 2.43 0.74  -0.37
H -0.86 -2.14 -3.99  0.20
H 4.14 3.03 2.12  0.19
H 3.79 0.59 2.17  0.19
H 1.33 -2.11 -3.16  0.20
H 2.87 4.13 1.58  0.20
H 1.88 2.14 2.70  0.19
H 1.47 -1.12 -0.88  0.22
H -4.09 1.61 0.23  0.26
H 3.23 0.51 0.49  0.18
H -1.34 -3.42 -2.86  0.20
H -2.25 -3.00 -0.79  0.23
H 0.97 -3.51 -2.14  0.20
H -2.26 -0.83 -2.44  0.21
H -3.23 2.12 1.71  0.25
H 3.68 3.08 0.41  0.19
H -0.07 -3.33 -0.16  0.23
H 2.21 -0.13 1.79  0.25
H 0.61 3.20 0.93  0.17
H 1.46 2.24 -0.31  0.17

This record from the Open Molecules 2025 dataset describes a cluster of 2 separate species, C5H11NO in total at a distorted geometry. The level of theory is wB97M-V/def2-TZVPD.

The HOMO-LUMO gap comes out at 10.04 eV. The calculation puts the LUMO energy at 0.892 eV. The calculation puts the total energy at -326.97624 Eh. As for the spin multiplicity: 1. For the energy relative to the best compared isomer or geometry (same formula, charge and spin), the calculation gives 4.2206 eV.

Each line ends with the natural charge from an NBO analysis.
Atoms and positions in Å:
O 0.03 -0.87 0.24  -0.57
N -1.60 1.87 1.36  -0.65
C 1.39 -0.66 0.59  0.10
C -0.43 -2.22 0.27  -0.24
C 2.30 -0.22 -0.32  -0.43
C -0.80 1.45 0.46  0.19
C -1.01 1.55 -1.01  -0.70
H -0.38 -2.63 1.29  0.18
H 0.35 1.07 0.80  0.17
H -0.07 1.87 -1.48  0.22
H 3.34 -0.48 -0.23  0.21
H 0.16 -2.80 -0.45  0.18
H -1.82 2.20 -1.34  0.21
H 1.72 -1.40 1.31  0.17
H 2.03 0.58 -1.00  0.20
H -1.48 -2.21 -0.01  0.20
H -2.43 2.32 0.97  0.32
H -1.30 0.59 -1.46  0.24

Question: What is the formula in the fifth record?
Answer: C5H11NO